[1]
Here is a structure of composition C36H38N6OZr from the OMol25 dataset. Energies are from ωB97M-V/def2-TZVPD.

Each line ends with the Löwdin charge.
Cartesian coordinates (Å):
Zr 0.228 -0.551 -0.210  1.87
N -5.705 7.903 -0.919  0.19
C -4.997 7.000 -0.875  -0.16
C -4.113 5.867 -0.816  -0.21
C -3.311 5.554 -1.911  0.01
C -2.472 4.456 -1.856  -0.01
C -2.412 3.677 -0.701  -0.20
C -3.207 4.005 0.396  -0.01
C -4.063 5.090 0.338  0.00
C -1.494 2.513 -0.633  -0.02
C -0.509 2.532 0.333  -0.23
C -0.169 3.610 1.199  0.03
C 0.892 3.204 1.967  -0.01
C 1.193 1.892 1.561  -0.08
N 0.387 1.477 0.582  -0.09
C -1.693 1.480 -1.596  -0.25
C -2.709 1.424 -2.548  0.01
C -2.473 0.309 -3.361  -0.03
C -1.326 -0.286 -2.882  -0.16
N -0.832 0.388 -1.798  -0.14
H -3.348 6.172 -2.798  0.13
H -1.845 4.215 -2.704  0.13
H -3.164 3.400 1.293  0.13
H -4.692 5.341 1.181  0.13
H -0.650 4.574 1.209  0.13
H 1.415 3.769 2.721  0.12
H 1.970 1.247 1.951  0.11
H -3.521 2.127 -2.639  0.13
H -3.050 -0.012 -4.212  0.12
H -0.822 -1.161 -3.266  0.11
C -2.494 -1.282 3.324  0.06
C -2.258 -1.323 1.855  -0.44
O -1.229 -0.792 1.363  -0.14
N -3.140 -1.905 1.061  0.14
C -3.001 -1.914 -0.396  -0.07
C -2.019 -2.956 -0.880  -0.24
C -2.485 -4.178 -1.327  0.02
C -1.584 -5.150 -1.741  0.00
C -0.231 -4.869 -1.685  -0.01
C 0.166 -3.627 -1.233  -0.11
N -0.699 -2.672 -0.843  -0.01
H -2.414 -0.248 3.659  0.11
H -1.703 -1.847 3.819  0.09
H -3.461 -1.688 3.608  0.10
H -3.965 -2.312 1.475  0.17
H -2.720 -0.914 -0.730  0.10
H -3.981 -2.126 -0.814  0.14
H -3.549 -4.369 -1.354  0.13
H -1.938 -6.109 -2.096  0.13
H 0.512 -5.593 -1.988  0.13
H 1.215 -3.367 -1.176  0.10
C 1.164 -2.788 3.777  -0.03
C 2.026 -1.917 2.908  -0.24
C 3.103 -1.228 3.430  0.01
C 3.980 -0.512 2.606  -0.24
C 5.160 0.203 3.199  -0.02
C 3.733 -0.430 1.243  0.00
C 2.638 -1.093 0.680  -0.34
C 1.812 -1.858 1.525  -0.09
N 2.159 -0.939 -0.638  -0.16
C 3.054 -0.802 -1.825  -0.61
C 4.131 -1.881 -1.777  -0.02
C 3.673 0.598 -1.918  -0.02
C 2.180 -1.006 -3.057  -0.05
H 0.859 -2.261 4.681  0.09
H 1.714 -3.676 4.092  0.10
H 0.274 -3.126 3.245  0.07
H 3.303 -1.279 4.494  0.13
H 5.446 -0.229 4.156  0.09
H 4.922 1.256 3.370  0.10
H 6.019 0.166 2.530  0.09
H 4.390 0.161 0.625  0.11
H 1.108 -2.567 1.087  0.09
H 4.753 -1.790 -0.887  0.08
H 4.780 -1.794 -2.648  0.10
H 3.688 -2.879 -1.786  0.09
H 4.501 0.743 -1.228  0.07
H 2.921 1.368 -1.734  0.09
H 4.070 0.748 -2.922  0.10
H 1.656 -1.965 -3.020  0.07
H 2.797 -1.008 -3.955  0.10
H 1.457 -0.194 -3.162  0.07

Force components x, y, z for each atom (eV/Å):
0.0 0.1 0.1
0.0 0.0 0.0
0.0 0.0 0.0
0.0 0.0 0.0
0.0 0.0 0.0
0.0 0.0 0.0
0.0 0.0 0.0
0.0 0.0 0.0
0.0 0.0 0.0
0.0 0.0 0.0
0.0 0.0 0.0
0.0 0.0 0.0
0.0 0.0 0.0
0.1 0.0 0.0
-0.1 0.0 -0.1
0.0 0.0 -0.1
0.0 0.0 0.0
0.0 0.0 0.0
0.0 0.0 0.0
-0.1 0.0 0.0
0.0 0.0 0.0
0.0 0.0 0.0
0.0 0.0 0.0
0.0 0.0 0.0
0.0 0.0 0.0
0.0 0.0 0.0
0.0 0.0 0.0
0.0 0.0 0.0
0.0 0.0 0.0
0.0 0.0 0.0
0.0 0.0 0.0
0.0 0.0 0.0
0.1 -0.1 0.0
0.0 0.0 0.0
0.0 0.0 0.0
0.0 0.0 0.0
0.0 0.0 0.0
0.0 0.0 0.0
0.0 0.0 0.0
0.0 0.0 0.0
0.0 0.0 0.0
0.0 0.0 0.0
0.0 0.0 0.0
0.0 0.0 0.0
0.0 0.0 0.0
0.0 0.0 0.0
0.0 0.0 0.0
0.0 0.0 0.0
0.0 0.0 0.0
0.0 0.0 0.0
0.0 0.0 0.0
0.0 0.0 0.0
0.0 0.0 0.0
0.0 0.0 0.0
0.0 0.0 0.0
0.0 0.0 0.0
0.0 0.0 0.0
0.0 0.0 0.0
0.0 0.0 0.0
0.0 0.0 -0.1
0.1 0.0 0.1
0.0 0.0 0.0
0.0 0.0 0.0
-0.1 0.0 0.0
0.0 0.0 0.0
0.0 0.0 0.0
0.0 0.0 0.0
0.0 0.0 0.0
0.0 0.0 0.0
0.0 0.0 0.0
0.0 0.0 0.0
0.0 0.0 0.0
0.0 0.0 0.0
0.0 0.0 0.0
0.0 0.0 0.0
0.0 0.0 0.0
0.0 0.0 0.0
0.0 0.0 0.0
0.0 0.0 0.0
0.0 0.0 0.0
0.0 0.0 0.0
0.0 0.0 0.0

Calculated values
E_HOMO	-13.540	eV
net charge	+2
Kohn-Sham gap	6.912	eV
energy above the lowest of the compared OMol25 structures with the same formula, charge and spin	0.2	kcal per mole

[2]
Here is the molecule C36H38NO3P from the OMol25 dataset. Energies are from ωB97M-V/def2-TZVPD.

Each line ends with the Löwdin charge.
Cartesian coordinates (Å):
C -3.465 2.779 2.770  -0.07
C -2.059 2.277 2.890  -0.21
O -1.923 1.330 1.788  0.01
C -0.671 0.859 1.709  -0.54
O 0.182 1.126 2.546  0.08
C -0.412 0.039 0.460  -0.17
C 0.626 0.787 -0.369  -0.19
C 0.231 2.245 -0.667  -0.14
C -0.014 2.700 -1.966  -0.02
C -0.683 3.906 -2.174  -0.03
C -1.025 4.723 -1.099  -0.29
C -1.885 5.929 -1.332  -0.06
C -0.543 4.390 0.174  -0.03
C 0.134 3.187 0.368  -0.04
C 0.949 0.043 -1.629  -0.12
C 2.188 -0.402 -2.090  -0.15
C 3.602 -0.175 -1.568  -0.52
C 3.967 1.274 -1.883  -0.03
C 4.536 -1.146 -2.292  -0.06
C 3.688 -0.430 -0.063  -0.04
N 1.987 -1.066 -3.260  0.14
C 0.645 -1.079 -3.599  -0.19
C 0.014 -1.551 -4.741  -0.02
C -1.355 -1.283 -4.885  -0.10
C -2.050 -0.565 -3.896  -0.09
C -1.410 -0.113 -2.740  -0.04
C -0.047 -0.374 -2.585  -0.14
P 0.004 -1.717 0.977  0.85
O 1.113 -2.274 0.130  -0.32
C 0.431 -1.811 2.735  -0.25
C -0.404 -1.344 3.761  -0.10
C -0.089 -1.590 5.098  -0.07
C 1.093 -2.262 5.424  -0.08
C 1.951 -2.699 4.406  -0.07
C 1.613 -2.486 3.066  -0.06
C -1.459 -2.776 0.793  -0.25
C -2.409 -2.943 1.810  -0.07
C -3.270 -4.042 1.793  -0.08
C -3.232 -4.944 0.724  -0.08
C -2.364 -4.717 -0.353  -0.07
C -1.495 -3.624 -0.333  -0.06
H -3.663 3.531 3.538  0.08
H -3.632 3.227 1.784  0.08
H -4.168 1.950 2.896  0.08
H -1.330 3.089 2.771  0.12
H -1.873 1.754 3.837  0.13
H -1.361 -0.076 -0.093  0.12
H 1.532 0.817 0.247  0.12
H 0.292 2.116 -2.833  0.12
H -0.973 4.197 -3.185  0.12
H -2.076 6.472 -0.403  0.07
H -1.443 6.627 -2.054  0.08
H -2.854 5.621 -1.748  0.08
H -0.722 5.058 1.021  0.11
H 0.615 2.978 1.326  0.12
H 3.278 1.972 -1.387  0.09
H 4.986 1.490 -1.539  0.09
H 3.916 1.462 -2.963  0.09
H 4.213 -2.183 -2.138  0.10
H 4.607 -0.930 -3.362  0.08
H 5.543 -1.052 -1.873  0.09
H 3.112 -1.323 0.207  0.07
H 4.740 -0.586 0.217  0.09
H 3.322 0.422 0.522  0.08
H 2.703 -1.522 -3.814  0.15
H 0.590 -2.106 -5.477  0.11
H -1.886 -1.627 -5.774  0.10
H -3.112 -0.348 -4.040  0.10
H -1.947 0.450 -1.978  0.11
H -1.319 -0.793 3.530  0.09
H -0.787 -1.253 5.871  0.11
H 1.337 -2.455 6.471  0.10
H 2.875 -3.226 4.641  0.10
H 2.257 -2.845 2.261  0.10
H -2.464 -2.229 2.629  0.09
H -3.956 -4.201 2.631  0.11
H -3.879 -5.823 0.730  0.10
H -2.346 -5.403 -1.201  0.11
H -0.814 -3.435 -1.163  0.11

Force components x, y, z for each atom (eV/Å):
-0.4 0.2 0.1
-0.4 -0.1 -0.2
0.7 0.1 0.6
0.7 0.4 0.6
-0.9 -0.5 -1.2
-1.4 -0.2 1.0
1.7 0.3 -0.5
0.3 0.2 0.1
-0.5 0.1 -0.1
0.3 -0.1 0.2
0.1 -0.1 0.2
-0.3 0.3 -0.1
0.1 -0.1 -0.4
-0.1 0.1 0.0
0.7 -0.4 -0.3
-1.1 0.7 0.9
-0.7 -0.2 -0.2
0.2 0.3 -0.1
0.4 0.0 0.2
0.2 -0.2 0.3
-0.3 -0.7 -1.1
0.0 0.4 0.3
-0.5 0.0 -0.1
0.6 -0.2 0.1
0.0 0.1 0.3
-0.3 -0.3 -0.4
0.8 -0.1 -0.1
1.4 -0.4 -1.2
-0.7 0.2 0.6
-0.1 0.1 0.5
0.2 -0.3 0.3
-0.1 0.1 -0.2
0.1 -0.1 -0.2
-0.3 0.2 0.0
-0.2 0.1 0.1
-0.6 -0.2 -0.1
0.0 -0.3 -0.2
-0.1 0.1 -0.2
0.2 0.2 0.0
-0.1 0.2 0.2
0.0 0.0 0.4
0.0 0.0 -0.1
0.1 -0.1 0.2
0.0 0.2 0.0
-0.1 -0.4 0.0
0.0 0.2 -0.2
0.4 0.2 0.2
-0.2 0.1 -0.1
-0.3 -0.1 0.3
0.2 0.0 0.2
0.0 0.0 -0.1
0.0 -0.1 0.2
0.2 0.1 0.1
0.2 -0.1 -0.3
-0.5 0.0 -0.2
0.1 -0.2 -0.1
-0.1 0.0 -0.1
0.0 0.0 0.2
0.1 0.2 -0.1
0.0 0.0 0.1
-0.1 0.0 -0.1
0.1 0.2 0.0
-0.2 0.1 0.0
0.1 -0.2 -0.1
-0.3 0.2 0.3
-0.2 0.1 -0.1
0.2 0.1 0.2
0.4 -0.1 0.1
0.0 -0.1 -0.3
0.3 -0.2 0.1
0.4 -0.1 -0.2
0.0 0.1 -0.3
-0.2 0.1 0.0
-0.2 0.1 0.2
0.1 -0.4 -0.1
0.2 0.1 -0.4
0.2 0.3 0.0
-0.1 0.2 0.2
0.0 -0.2 0.3

Calculated values
E_HOMO	-7.280	eV
Kohn-Sham gap	7.955	eV

[3]
Here is a structure of composition C36H39N6O8S4Sr from the OMol25 dataset. Energies are from ωB97M-V/def2-TZVPD.

Each line ends with the Löwdin charge.
Cartesian coordinates (Å):
Sr 1.736 0.146 0.168  1.35
O 6.085 -0.441 -0.261  0.10
C 4.815 -0.060 -0.054  -0.52
O 3.903 -0.872 -0.084  -0.06
C 4.660 1.346 0.378  -0.24
C 5.717 2.260 0.442  0.00
C 5.416 3.560 0.796  -0.03
C 4.089 3.930 0.981  0.01
C 3.104 2.957 0.861  -0.28
N 3.420 1.670 0.690  -0.01
C 1.647 3.196 0.964  -0.60
O 1.219 4.474 1.001  0.10
O 0.839 2.304 1.111  -0.01
H 6.073 -1.298 -0.707  0.14
H 6.718 1.943 0.197  0.12
H 6.201 4.297 0.907  0.11
H 3.839 4.952 1.234  0.11
H 1.890 5.058 0.627  0.10
N 1.814 -0.499 -2.355  -0.06
C 2.450 -1.621 -3.039  -0.28
C 1.461 -2.740 -3.358  -0.20
C 0.644 -3.227 -2.159  -0.20
C 1.486 -3.726 -0.973  -0.26
N 1.333 -2.814 0.158  -0.01
H 1.075 -0.118 -2.941  0.08
H 2.517 0.238 -2.288  -0.02
H 3.240 -1.991 -2.383  0.09
H 2.921 -1.311 -3.983  0.11
H 2.022 -3.575 -3.790  0.11
H 0.760 -2.387 -4.123  0.11
H -0.025 -4.020 -2.508  0.10
H 0.040 -2.398 -1.788  0.08
H 2.541 -3.739 -1.252  0.10
H 1.191 -4.756 -0.716  0.10
H 2.013 -2.996 0.886  0.07
H 0.407 -2.891 0.563  0.07
O 3.059 4.372 -6.758  -0.11
C 3.174 3.877 -5.659  -1.09
S 2.072 4.135 -4.323  0.90
C 2.809 3.020 -3.127  -1.10
C 3.955 2.421 -3.551  -1.19
S 4.985 1.267 -2.811  0.51
S 4.497 2.820 -5.197  0.89
S 1.883 2.838 -1.681  0.66
C -6.346 1.223 -0.920  -0.08
O -5.192 0.970 -0.157  -0.09
C -5.229 -0.048 0.758  -0.22
C -6.350 -0.796 1.059  -0.04
C -6.272 -1.831 1.987  -0.11
C -5.066 -2.112 2.599  -0.10
C -3.933 -1.365 2.298  -0.02
C -3.993 -0.324 1.379  -0.17
N -2.909 0.459 1.000  0.15
C -1.544 0.112 1.153  -0.35
N -1.190 0.019 2.447  0.15
C 0.038 -0.154 3.145  -0.21
C 1.237 -0.524 2.534  -0.19
C 2.322 -0.629 3.427  -0.18
C 2.231 -0.392 4.787  -0.12
C 1.013 -0.037 5.354  -0.06
C -0.090 0.074 4.530  -0.22
O -1.354 0.425 4.985  -0.12
C -1.500 0.701 6.353  -0.10
N -0.786 -0.030 0.120  0.06
C -1.385 -0.013 -1.148  -0.24
C -1.142 1.005 -2.060  -0.04
C -1.697 0.979 -3.334  -0.08
C -2.513 -0.072 -3.709  -0.10
C -2.794 -1.092 -2.805  -0.03
C -2.241 -1.066 -1.537  -0.24
O -2.448 -2.020 -0.581  -0.10
C -3.224 -3.145 -0.911  -0.08
H -7.170 1.581 -0.295  0.09
H -6.669 0.335 -1.471  0.10
H -6.067 2.000 -1.628  0.10
H -7.290 -0.591 0.566  0.10
H -7.154 -2.414 2.213  0.09
H -4.991 -2.925 3.309  0.10
H -2.986 -1.615 2.752  0.11
H -3.088 0.963 0.142  0.13
H -1.915 0.341 3.072  0.13
H 3.296 -0.906 3.027  0.07
H 3.105 -0.460 5.426  0.09
H 0.945 0.166 6.413  0.09
H -2.552 0.938 6.503  0.09
H -0.894 1.559 6.662  0.09
H -1.235 -0.164 6.970  0.09
H -0.497 1.817 -1.755  0.05
H -1.497 1.789 -4.022  0.11
H -2.945 -0.102 -4.701  0.10
H -3.458 -1.892 -3.106  0.10
H -3.169 -3.798 -0.042  0.09
H -2.831 -3.668 -1.790  0.09
H -4.271 -2.873 -1.089  0.09

Force components x, y, z for each atom (eV/Å):
-2.2 -1.6 -1.2
-0.2 0.5 -0.1
0.6 -1.3 0.2
1.0 0.2 -0.2
0.3 0.8 0.3
-0.1 -0.3 -0.2
-0.2 0.1 0.1
0.1 -0.1 0.1
0.8 -0.1 0.2
1.4 1.2 0.2
-0.8 0.6 0.3
0.1 -0.1 0.2
0.2 0.4 0.1
-0.1 -0.1 0.1
0.0 0.0 0.0
0.0 0.0 -0.1
0.0 0.0 -0.1
0.0 0.0 -0.1
0.1 -0.1 -0.4
-0.1 -0.3 -0.3
0.0 0.1 0.2
0.2 -0.1 0.0
-0.2 -0.1 -0.1
0.2 0.2 0.0
0.0 0.1 0.1
0.1 0.2 -0.4
0.1 0.0 -0.1
0.1 0.0 0.2
0.0 0.0 -0.1
0.0 0.0 -0.1
-0.1 0.1 0.1
-0.1 -0.1 -0.1
0.0 -0.1 0.1
0.1 0.1 -0.1
-0.1 0.0 0.1
0.0 0.1 0.1
-0.1 0.2 -0.2
0.2 0.0 0.0
-0.1 -0.1 0.3
0.3 0.2 -0.8
-0.3 0.2 -0.2
0.1 -0.5 0.7
-0.1 0.0 0.2
-0.1 -0.1 -0.2
-0.1 0.1 -0.1
0.2 -0.1 0.2
0.1 0.0 0.0
-0.1 0.1 -0.1
0.0 -0.1 0.0
-0.1 0.0 0.0
0.0 0.0 -0.1
0.0 -0.2 0.1
0.0 0.2 -0.1
-0.3 -0.1 -0.2
-0.3 0.3 0.3
0.4 -0.3 0.0
-0.4 -0.1 1.0
-0.1 0.0 -0.1
0.2 0.0 0.1
-0.1 0.1 0.1
-0.1 0.0 -0.1
0.2 -0.1 -0.2
-0.1 0.0 0.1
-0.2 0.2 0.4
-0.5 -0.2 -0.3
0.0 -0.1 0.3
-0.1 0.0 -0.1
0.0 0.1 0.0
-0.1 -0.1 0.0
0.2 0.0 0.1
0.2 0.1 -0.1
-0.1 -0.1 0.0
0.0 0.0 0.0
0.0 0.0 0.0
0.0 0.0 0.0
0.0 0.0 0.0
0.0 0.0 0.0
0.0 0.0 0.0
0.0 0.0 0.0
0.1 0.0 0.0
0.0 0.1 -0.1
0.1 0.0 0.0
0.0 0.0 0.0
0.0 0.0 0.0
0.0 0.0 0.0
0.0 0.0 0.0
0.0 0.0 0.0
0.1 0.1 -0.1
0.1 0.0 0.0
0.0 0.0 0.0
0.0 -0.1 0.0
-0.1 0.0 -0.1
0.0 0.0 0.0
0.0 0.0 0.0

Calculated values
E_HOMO	-3.334	eV
net charge	-1
Kohn-Sham gap	5.357	eV
energy above the lowest of the compared OMol25 structures with the same formula, charge and spin	27.1	kcal per mole